1.
{
  "formula": "C19H26N2O5PdS2Si",
  "method": "wB97M-V/def2-TZVPD",
  "spin_multiplicity": 5,
  "gap_ev": [8.0817, 5.0941],
  "s_squared": 6.03,
  "species": ["Pd", "C", "C", "C", "O", "C", "H", "H", "H", "H", "H", "H", "H", "H", "C", "Si", "C", "C", "C", "H", "H", "H", "H", "H", "H", "H", "H", "H", "H", "H", "O", "C", "N", "O", "C", "N", "C", "O", "C", "C", "C", "C", "C", "C", "H", "H", "H", "H", "C", "O", "C", "S", "S", "H", "H", "H"],
  "coordinates": [[0.137, 0.720, -0.807], [3.348, -0.637, 2.442], [3.938, -1.243, 1.165], [3.257, -0.449, 0.049], [2.140, 0.238, 0.648], [1.953, -0.267, 1.975], [3.901, 0.250, 2.757], [3.318, -1.347, 3.267], [3.648, -2.290, 1.092], [5.024, -1.170, 1.116], [2.898, -1.116, -0.736], [3.902, 0.312, -0.392], [1.316, -1.155, 1.945], [1.468, 0.509, 2.566], [-1.759, 3.274, 2.844], [-1.586, 2.093, 1.381], [-1.749, 0.374, 2.132], [-2.952, 2.473, 0.180], [0.118, 2.497, 0.681], [-2.694, 3.057, 3.370], [-1.779, 4.315, 2.511], [-0.932, 3.161, 3.550], [-2.716, -0.059, 1.866], [-1.685, 0.426, 3.221], [-0.977, -0.317, 1.787], [-3.925, 2.354, 0.665], [-2.913, 1.814, -0.686], [-2.872, 3.501, -0.182], [0.995, 2.378, 1.312], [0.168, 3.407, 0.089], [-1.251, 4.002, -3.582], [-0.905, 3.086, -2.886], [-0.552, 2.188, -2.201], [-1.852, -0.338, -1.020], [-1.364, -1.431, -0.667], [-0.062, -1.526, -0.357], [0.244, -2.849, -0.072], [1.337, -3.286, 0.208], [-1.047, -3.636, -0.159], [-1.319, -4.959, 0.099], [-2.644, -5.379, -0.030], [-3.647, -4.487, -0.394], [-3.361, -3.145, -0.642], [-2.048, -2.748, -0.520], [-0.534, -5.641, 0.403], [-2.898, -6.414, 0.165], [-4.667, -4.839, -0.490], [-4.139, -2.439, -0.902], [2.536, 3.165, -3.459], [2.243, 1.898, -2.837], [1.914, 0.885, -3.589], [1.938, 0.842, -5.250], [1.262, -0.480, -2.842], [2.896, 3.804, -2.661], [1.628, 3.576, -3.894], [3.300, 3.046, -4.227]]
}

***

2.
{
  "formula": "C19H26N3O",
  "method": "wB97M-V/def2-TZVPD",
  "gap_ev": 4.9211,
  "charge": 1,
  "species": ["C", "O", "C", "C", "C", "C", "C", "C", "C", "C", "C", "C", "C", "C", "C", "H", "H", "H", "H", "H", "H", "H", "H", "H", "H", "H", "H", "H", "C", "N", "C", "C", "N", "N", "C", "C", "H", "H", "H", "H", "H", "H", "H", "H", "H", "H", "H", "H", "H"],
  "coordinates": [[-1.130, -1.956, -5.955], [-1.211, -2.191, -4.533], [-0.461, -1.418, -3.702], [-0.592, -1.656, -2.306], [0.122, -0.905, -1.399], [1.071, 0.074, -1.826], [1.947, 0.711, -0.907], [3.272, 1.096, -1.259], [4.020, 1.991, -0.432], [5.238, 2.506, -0.864], [5.769, 2.157, -2.119], [5.104, 1.196, -2.897], [3.924, 0.618, -2.446], [1.122, 0.347, -3.228], [0.428, -0.407, -4.153], [-1.979, -2.500, -6.375], [-1.212, -0.888, -6.191], [-0.190, -2.355, -6.356], [-1.274, -2.448, -1.990], [0.011, -1.086, -0.331], [1.596, 0.910, 0.106], [3.604, 2.267, 0.540], [5.789, 3.197, -0.228], [6.684, 2.624, -2.484], [5.514, 0.890, -3.863], [3.479, -0.200, -3.019], [1.754, 1.159, -3.592], [0.573, -0.234, -5.223], [-2.480, -2.079, 4.204], [-2.338, -1.194, 3.069], [-1.807, -1.796, 1.866], [-2.157, 0.170, 3.150], [-1.505, 0.730, 2.166], [-2.691, 0.833, 4.234], [-3.769, 0.268, 5.026], [-2.542, 2.275, 4.287], [-1.760, -1.849, 5.006], [-3.503, -2.079, 4.598], [-2.280, -3.096, 3.843], [-1.440, -0.967, 1.244], [-0.981, -2.475, 2.112], [-2.584, -2.357, 1.333], [-1.459, 1.746, 2.235], [-4.573, -0.144, 4.395], [-3.402, -0.497, 5.724], [-4.187, 1.078, 5.631], [-2.800, 2.720, 3.318], [-3.204, 2.670, 5.057], [-1.507, 2.542, 4.532]]
}

***

3.
{
  "formula": "C19H26N6O",
  "method": "wB97M-V/def2-TZVPD",
  "gap_ev": 8.1178,
  "smiles": "Cc1cc(C)c2c(n1)nn1c(NCCCN3CCOCC3)cc(C)nc21",
  "species": ["C", "C", "N", "C", "N", "N", "C", "N", "H", "C", "C", "H", "C", "N", "C", "C", "O", "C", "C", "H", "H", "H", "H", "H", "H", "H", "H", "H", "H", "H", "H", "H", "C", "C", "N", "C", "C", "C", "C", "H", "C", "H", "H", "H", "C", "H", "H", "H", "H", "H", "H", "H"],
  "coordinates": [[4.191, 3.338, 0.683], [3.104, 2.468, 1.237], [2.072, 2.250, 0.455], [1.106, 1.471, 0.953], [-0.013, 1.130, 0.302], [-0.674, 0.340, 1.151], [-1.867, -0.250, 0.870], [-2.418, 0.097, -0.312], [-1.737, 0.547, -0.927], [-3.386, -0.698, -1.023], [-2.725, -1.766, -1.903], [-3.499, -2.403, -2.335], [-1.905, -1.151, -3.044], [-0.831, -0.317, -2.529], [-0.437, 0.805, -3.366], [0.431, 0.370, -4.552], [1.583, -0.318, -4.113], [1.241, -1.436, -3.324], [0.369, -1.037, -2.126], [0.093, -1.927, -1.558], [0.938, -0.364, -1.479], [2.184, -1.867, -2.984], [0.716, -2.181, -3.945], [0.792, 1.236, -5.109], [-0.153, -0.275, -5.231], [-1.328, 1.326, -3.723], [0.142, 1.482, -2.731], [-1.545, -1.964, -3.693], [-2.566, -0.519, -3.643], [-2.085, -2.391, -1.278], [-3.971, -0.020, -1.652], [-4.064, -1.170, -0.309], [-2.386, -1.067, 1.863], [-1.685, -1.231, 3.067], [-0.531, -0.640, 3.310], [-0.030, 0.138, 2.361], [1.156, 0.884, 2.261], [2.262, 1.133, 3.083], [3.238, 1.938, 2.538], [4.126, 2.174, 3.106], [2.341, 0.566, 4.462], [1.983, 1.303, 5.181], [1.707, -0.314, 4.539], [3.367, 0.312, 4.720], [-2.236, -2.109, 4.146], [-2.357, -3.128, 3.781], [-1.558, -2.109, 4.994], [-3.212, -1.747, 4.465], [-3.326, -1.572, 1.720], [4.323, 4.220, 1.309], [3.928, 3.648, -0.324], [5.134, 2.795, 0.660]]
}

***

4.
{
  "formula": "C19H26O5",
  "method": "wB97M-V/def2-TZVPD",
  "gap_ev": 9.8613,
  "smiles": "CC(=O)OCCCCCC[C@@H]1OC(=O)O[C@@H]1Cc1cccc(C)c1",
  "species": ["C", "C", "O", "O", "C", "C", "C", "C", "C", "C", "C", "O", "C", "O", "O", "C", "C", "C", "C", "C", "C", "C", "C", "C", "H", "H", "H", "H", "H", "H", "H", "H", "H", "H", "H", "H", "H", "H", "H", "H", "H", "H", "H", "H", "H", "H", "H", "H", "H", "H"],
  "coordinates": [[7.523, -0.686, -0.476], [6.262, -1.223, 0.127], [6.025, -2.387, 0.250], [5.431, -0.254, 0.556], [4.022, -0.589, 0.503], [3.245, 0.679, 0.151], [2.360, 1.150, 1.321], [1.338, 2.190, 0.824], [0.060, 1.493, 0.311], [-0.437, 2.020, -1.054], [-0.681, 0.909, -2.035], [-1.306, 1.256, -3.285], [-1.374, 0.046, -3.934], [-1.423, -0.065, -5.102], [-1.354, -0.947, -3.033], [-1.525, -0.304, -1.696], [-3.048, -0.162, -1.544], [-3.515, -0.350, -0.122], [-3.187, 0.611, 0.840], [-3.565, 0.460, 2.173], [-4.305, -0.656, 2.548], [-4.667, -1.614, 1.595], [-5.504, -2.790, 2.032], [-4.266, -1.457, 0.268], [7.307, 0.145, -1.137], [7.992, -1.495, -1.019], [8.155, -0.339, 0.336], [3.749, -0.950, 1.488], [3.850, -1.371, -0.228], [3.948, 1.481, -0.049], [2.574, 0.516, -0.688], [2.975, 1.547, 2.127], [1.831, 0.288, 1.722], [1.789, 2.789, 0.039], [1.090, 2.827, 1.668], [-0.707, 1.685, 1.052], [0.195, 0.414, 0.282], [0.358, 2.632, -1.469], [-1.306, 2.660, -0.922], [0.294, 0.504, -2.322], [-1.107, -1.022, -1.003], [-3.471, -0.954, -2.153], [-3.414, 0.773, -1.953], [-2.637, 1.490, 0.541], [-3.269, 1.224, 2.876], [-4.600, -0.759, 3.582], [-5.459, -3.596, 1.309], [-5.162, -3.136, 3.002], [-6.539, -2.480, 2.163], [-4.545, -2.203, -0.463]]
}

***

Let's list relative energy (zero: lowest compared OMol25 entry of this formula, charge and spin) in order: 24.8; 34.6; 40.0; 13.2 kcal/mol.
Let's list electronic energy in order: -66367.0695; -26634.2275; -31113.2235; -30362.5026 eV.